Entry 1:
Molecular formula: C31H45F2N3PSSe3SiTeTi
Method: DFT, ωB97M-V with the def2-TZVPD basis set

Structure (XYZ):
```
89
C31H45F2N3PSSe3SiTeTi ωB97M-V with the def2-TZVPD basis set
H 3.31373 -0.34814 -3.36343
H -4.22885 -3.12132 -1.60248
H -5.90043 -0.54700 -2.41091
C -0.87830 1.28523 2.96100
C -2.44708 2.27901 -1.07498
C 2.17519 0.75740 -1.86779
Si -3.57283 -1.17585 -3.00283
H -5.83093 -1.17446 -4.06017
H 2.06387 -2.75954 1.03549
H -1.28800 2.47451 0.73750
H 1.09692 -2.33711 -1.32241
Se -0.25503 -2.97368 2.83281
H 3.87547 -0.45915 2.41766
H -5.01768 1.55025 2.95723
C 1.89728 2.23654 -1.56101
C -2.79314 -0.02768 -1.74746
H -2.43719 0.00020 -4.89027
F 0.40557 4.35196 4.50268
H 2.39509 1.66617 1.88473
C -3.19486 0.42086 2.82478
C -2.24866 1.45968 3.27667
C -1.72152 1.80569 -0.00031
H 0.99077 -0.76108 -2.93121
C -3.72970 -2.98352 -2.55894
C -4.77143 -1.69597 2.05981
H 4.62564 -1.35085 -2.17487
C -1.79774 3.54203 4.46954
H 5.81215 1.81783 0.38491
H 2.95219 1.31712 -3.78976
H -4.31560 -3.47022 -3.34269
H -2.75866 -3.46270 -2.47879
C 0.87174 0.21118 -2.45867
H 5.28558 0.57357 2.27122
C -0.47196 3.37925 4.10364
N -2.62373 -0.74364 2.46507
Se 0.55223 -0.68713 5.87416
H 3.08289 2.84082 0.75478
H 0.11878 0.10757 -1.68648
H 1.05722 2.21282 3.23771
H 5.57955 0.54632 -0.80742
N -1.50217 0.50576 0.20754
C -3.39363 -1.78225 2.13989
H -5.32762 0.47876 -3.71787
H 1.44375 2.69376 -2.44561
Ti -0.37879 -0.50062 1.77258
H -6.43712 -0.33939 2.22775
H 2.79539 2.80097 -1.32579
H -2.13612 4.36551 5.07904
H -2.85403 -2.70120 1.94297
H -5.34495 -2.56756 1.77794
H 5.31206 -1.68186 -0.58515
S -1.44693 -2.01418 -0.33024
H 3.73645 -2.42754 1.40143
C -0.00904 2.29954 3.39407
C 5.06819 1.33939 -0.26165
H 2.31613 -3.56803 -1.67477
H 5.17383 -0.88300 1.29406
H 4.01383 2.32695 2.15843
C -2.65453 2.55421 4.04431
H 0.50835 0.91029 -3.21801
H 4.23976 0.96738 -2.64233
H -2.59135 3.34112 -1.21538
H -1.60943 -1.49617 -4.48652
H 1.19387 2.33633 -0.73329
H 3.34119 -3.75948 0.31601
C -2.59231 -1.04097 -4.60713
Te -1.00504 -2.69881 5.17789
H 4.69665 -3.00061 -1.56635
C -2.99891 1.33087 -1.93615
F -3.95806 2.68984 4.45268
H 4.73797 2.08953 -0.97722
C 3.24557 0.66279 -2.96062
C 2.12788 -2.49140 -1.64137
N 1.24287 -0.22512 0.66969
C -5.32110 -0.54038 -3.33416
P 2.50373 -0.13956 -0.20670
C -4.57971 0.59588 2.72368
C 3.12282 -1.86608 -0.65198
H -3.60084 1.67528 -2.77040
C 3.93622 0.81530 0.63047
C 3.06605 -2.74160 0.60832
H -3.10444 -1.54736 -5.42702
C -1.97493 -0.41959 -0.65943
C -5.36455 -0.46733 2.32273
C 3.31097 1.99159 1.39271
C 4.59548 -0.05972 1.70556
C 4.51972 -1.95862 -1.27683
Se 1.81731 -0.50322 3.94946
H 2.25106 -2.10644 -2.65577
```

The HOMO-LUMO gap (spin up / spin down) is 4.4 / 4.5 eV. The charge is -2. For the energy above the lowest of the compared OMol25 structures with the same formula, charge and spin, the calculation gives 15.4 kcal/mol. The value obtained for the HOMO energy (spin up / spin down) is -0.32 / -0.42 eV. The expectation value of S² is 0.76. The spin multiplicity is 2.

Entry 2:
Molecular formula: C2H3FO2S
Method: DFT, ωB97M-V with the def2-TZVPD basis set

Structure (XYZ):
```
9
C2H3FO2S ωB97M-V with the def2-TZVPD basis set
S 2.56065 0.52504 -0.13601
O 0.91069 0.51069 -0.07968
C -1.37952 0.03984 0.17862
C -0.06336 -0.33066 -0.58219
O 0.00714 -1.03458 -1.54614
H -2.06077 -0.69733 -0.05138
H -1.56111 0.88136 -0.43942
H -1.19134 0.17326 1.29287
F 2.77764 -0.06761 1.36334
```

The HOMO-LUMO gap (spin up / spin down) is 7.2 / 8.7 eV. For the energy above the lowest of the compared OMol25 structures with the same formula, charge and spin, the calculation gives 15.7 kcal/mol. The value obtained for the HOMO energy (spin up / spin down) is -6.66 / -11.16 eV. The expectation value of S² is 2.00. The spin multiplicity is 3.

Entry 3:
Molecular formula: C26H19ClMnN4O2P
Method: DFT, ωB97M-V with the def2-TZVPD basis set

Structure (XYZ):
```
54
C26H19ClMnN4O2P ωB97M-V with the def2-TZVPD basis set
N 0.19916 -3.47079 0.00370
H 1.06176 3.33341 1.27990
C 4.33996 2.53041 1.23160
O 4.03096 -0.98489 -1.03740
H -0.50004 3.08641 -5.19720
C -5.00814 -2.66849 -0.13120
Cl -0.46854 -6.48329 -2.52120
C -2.16614 2.26651 0.66030
C -1.01814 1.60191 1.11680
H -0.26794 -0.32309 -2.60300
H 0.23066 -7.35769 0.12280
H 5.31106 2.93531 1.49650
C -0.14694 3.51251 -3.11540
H -3.94954 3.36031 1.17500
C -0.37704 2.67161 -4.20140
H 3.23756 4.24581 1.90740
C 3.18256 3.25871 1.45970
C -1.74754 2.06081 3.40560
H 0.19916 -1.46909 1.73240
Mn 0.19916 -1.46909 0.00370
P 0.17566 0.79461 0.00370
C -0.08984 -4.21949 -1.08920
C 0.49856 -4.14569 1.13580
H 0.72656 -3.52509 1.99830
C 3.03086 -0.69669 -0.30340
H -2.38064 2.33401 -0.40340
H 0.21136 3.65331 -1.00810
C -0.09144 -5.60619 -1.09530
C -3.07234 2.84501 1.55590
H 0.01106 0.93591 2.90310
C 3.00666 0.69811 0.29460
O 2.09036 -1.49259 0.00370
C -0.25284 0.75951 -2.73020
C 1.94286 2.72321 1.10080
C 1.82146 1.44331 0.51240
C -0.03154 1.59101 -1.62010
C 0.52196 -5.52989 1.22460
H -0.08914 4.58711 -3.26070
C -0.42734 1.29381 -4.00960
H 5.15836 0.69171 0.47090
C 0.02626 2.97541 -1.83570
H -1.58134 1.95881 4.47410
N -5.58514 -3.66539 -0.24330
C 0.22056 -6.27249 0.08460
H 0.76946 -6.01879 2.16050
H -0.58454 0.62641 -4.85190
H -3.56634 3.19001 3.62340
N -1.77444 -1.46909 0.00370
C -2.85954 2.74721 2.92820
N -4.31724 -1.47489 0.00300
C -2.93164 -1.47139 0.00340
H -0.32644 -3.65129 -1.98390
C -0.84294 1.48661 2.50790
C 4.25056 1.26661 0.65350
```

The HOMO-LUMO gap (spin up / spin down) is 6.8 / 7.7 eV. The value obtained for the HOMO energy (spin up / spin down) is -7.82 / -8.66 eV. The expectation value of S² is 6.05. The spin multiplicity is 5.

Entry 4:
Molecular formula: C17H36AlO2
Method: DFT, ωB97M-V with the def2-TZVPD basis set

Structure (XYZ):
```
56
C17H36AlO2 ωB97M-V with the def2-TZVPD basis set
H -0.87118 -0.34284 -1.36530
H 0.24128 -2.43127 -0.86328
C 3.05605 -2.73784 -0.51646
H -4.78929 -3.26053 -0.05987
H 2.54330 1.00870 -0.78354
H -3.53477 1.74522 2.39537
H 0.59583 3.66332 0.91209
H 1.64915 3.29212 -1.90437
H 1.88362 -1.86403 2.05423
C -3.48474 -1.87659 -1.17866
C 0.37951 3.61022 -0.16158
H 0.06249 1.52316 -2.41242
C -3.84845 1.53905 1.36299
H -3.14049 -3.10560 0.58509
C -0.97367 2.92635 -0.36168
O -4.42942 -1.55703 1.04787
H 3.26002 -0.83393 3.63843
H -1.76447 -0.72446 1.38660
H -1.58472 2.49584 1.63194
C 0.81291 0.80873 -2.06793
C -3.36816 2.67299 0.44377
H 4.62267 -1.97903 0.78014
C 2.90127 -2.25974 2.01502
C -1.93928 3.11418 0.80052
H 1.53142 0.71839 -2.89109
H 3.33972 -0.83198 0.46163
H -1.45319 3.30094 -1.27351
C 3.68586 -1.75220 3.23118
H 2.80477 -3.34794 2.06361
C 1.57353 2.94302 -0.86795
H 3.91545 -3.18564 -1.02251
C 1.52751 1.40868 -0.84808
H -4.05026 3.53234 0.44671
H 2.06523 -2.56388 -2.42324
H 1.01696 1.08938 0.06737
H -0.10868 -0.99608 -2.79761
O -3.21244 -0.51654 -0.97837
H 3.69443 -2.48799 4.03725
C 0.10283 -0.53127 -1.82814
H -4.94437 1.49045 1.38400
H 2.78359 -1.06927 -1.84726
H 2.49016 3.28153 -0.37562
H 4.72512 -1.53971 2.96919
Al -3.21648 -0.26366 0.79614
H -4.23330 -1.99986 -1.97823
H -2.59216 -2.43464 -1.51358
H 0.29963 4.64735 -0.50423
H -0.83144 1.85279 -0.48917
C 0.86222 -1.53614 -0.96624
C -3.98501 -2.54117 0.15319
C 3.53715 -1.88828 0.67451
C 2.22004 -1.95332 -1.52684
H 2.44676 -3.56663 -0.13908
H -1.90491 4.15380 1.14867
H -3.34978 2.30660 -0.58980
H 0.98015 -1.14606 0.04817
```

The HOMO-LUMO gap is 7.8 eV. The charge is -1. The value obtained for the HOMO energy is -4.74 eV.

Number 1: total energy -10923.30472 Ha. Number 2: total energy -726.38329 Ha. Number 3: total energy -3324.17538 Ha. Number 4: total energy -1062.37092 Ha.